Density functional theory data (wB97M-V/def2-TZVPD) for a structure of composition C42H41As2BiNO5S2.

ORCA input file:
```
! RIJCOSX wB97M-V def2-TZVPD def2/J DEFGRID3
* xyz 1 1
Bi -1.4071 -0.8989 0.5978
C 0.5468 2.4045 -1.1765
C 1.0545 0.9805 -1.3902
As 1.7847 -0.0819 0.1273
C 2.4275 1.2440 1.4070
C 3.6752 1.8615 1.3897
C 4.0456 2.7130 2.4213
C 3.1771 2.9508 3.4799
C 1.9359 2.3383 3.5097
C 1.5698 1.4831 2.4806
C 3.3996 -0.7211 -0.7462
C 4.2463 0.1233 -1.4588
C 5.3844 -0.3794 -2.0716
C 5.6739 -1.7361 -1.9913
C 4.8176 -2.5864 -1.3087
C 3.6828 -2.0808 -0.6888
As -0.9323 2.5528 0.1282
C -0.3313 4.0119 1.2827
C 0.9314 4.5888 1.2409
C 1.2560 5.6258 2.1056
C 0.3273 6.0832 3.0269
C -0.9337 5.5045 3.0808
C -1.2616 4.4749 2.2115
C -2.1877 3.5926 -0.9364
C -3.4589 3.0855 -1.1846
C -4.3634 3.8118 -1.9496
C -3.9998 5.0457 -2.4652
C -2.7327 5.5592 -2.2144
C -1.8309 4.8366 -1.4504
H 0.1127 2.7459 -2.1184
H 1.3499 3.0958 -0.9394
H 1.8158 0.9867 -2.1723
H 0.2406 0.3669 -1.7978
H 4.3694 1.6597 0.5852
H 5.0192 3.1851 2.4058
H 3.4684 3.6169 4.2811
H 1.2506 2.5358 4.3244
H 0.6052 0.9886 2.5111
H 4.0206 1.1792 -1.5492
H 6.0402 0.2856 -2.6176
H 6.5582 -2.1290 -2.4745
H 5.0276 -3.6475 -1.2676
H 2.9977 -2.7436 -0.1780
H 1.6812 4.2309 0.5511
H 2.2414 6.0720 2.0604
H 0.5814 6.8914 3.6998
H -1.6655 5.8609 3.7940
H -2.2540 4.0383 2.2447
H -3.7468 2.1187 -0.7926
H -5.3494 3.4087 -2.1398
H -4.7042 5.6124 -3.0596
H -2.4513 6.5262 -2.6102
H -0.8495 5.2483 -1.2398
C -2.3842 -5.0962 -5.9242
C -2.6576 -4.0961 -4.8384
C -3.9438 -3.9229 -4.3303
C -4.1938 -3.0109 -3.3197
C -3.1344 -2.2704 -2.8096
C -1.8440 -2.4142 -3.3039
C -1.6180 -3.3258 -4.3170
S -3.4782 -1.1790 -1.4845
O -2.3925 -0.1521 -1.4325
O -4.8039 -0.6717 -1.6121
N -3.2354 -1.9564 -0.0674
C -2.9561 -3.3880 -0.0700
C -1.4870 -3.7087 -0.3746
O -1.1144 -4.8185 -0.6383
O -0.6483 -2.6669 -0.2727
H -3.3075 -5.4973 -6.3369
H -1.7966 -5.9282 -5.5324
H -1.8119 -4.6439 -6.7340
H -4.7618 -4.5033 -4.7368
H -5.1934 -2.8583 -2.9362
H -1.0326 -1.8223 -2.9043
H -0.6168 -3.4441 -4.7111
H -3.5888 -3.9505 -0.7546
H -3.1589 -3.7678 0.9336
C -1.6788 -3.6027 4.6233
S -1.1376 -2.0384 3.9525
O -1.9484 -1.9247 2.6492
C 0.5271 -2.4407 3.4897
C 0.7998 -3.4844 2.6132
C 2.1166 -3.7483 2.2824
C 3.1373 -2.9763 2.8292
C 2.8520 -1.9234 3.6863
C 1.5349 -1.6453 4.0207
H -1.5291 -4.3845 3.8824
H -2.7330 -3.5001 4.8709
H -1.0911 -3.7933 5.5202
H 0.0052 -4.0824 2.1865
H 2.3387 -4.5536 1.5954
H 4.1668 -3.1904 2.5733
H 3.6500 -1.3166 4.0920
H 1.2929 -0.8230 4.6824
*
```

For the total energy, the calculation gives -7538.320098 a.u. For the energy above the lowest of the compared OMol25 structures with the same formula, charge and spin, the calculation gives 18.59 kcal/mol. For the LUMO energy, the calculation gives -2.90 eV. The value obtained for the max |F| is 0.32 eV Å⁻¹.

=====

Density functional theory data (wB97M-V/def2-TZVPD) for a structure of composition C42H41AsBr2N2O8Ta in a non-equilibrium geometry.

ORCA input file:
```
! RIJCOSX wB97M-V def2-TZVPD def2/J DEFGRID3
* xyz 1 1
Ta 0.5698 0.0941 1.6485
O -1.0520 0.4281 5.0482
C -1.4130 0.0003 3.9943
O -0.9416 0.4579 2.8058
C -2.4575 -1.0911 3.8270
C -3.6538 -0.6474 2.9401
C -4.8213 -1.6097 3.1691
C -4.3090 -2.8788 2.4390
C -2.9859 -2.3707 1.8483
O -3.2336 -0.9787 1.6125
C -1.9282 -2.3158 2.9630
C -0.5662 -1.9419 2.4593
O 0.3749 -1.7010 3.2296
O -0.3940 -1.6466 1.1882
H -2.7742 -1.3814 4.8231
H -3.8969 0.4092 3.0110
H -5.0336 -1.7683 4.2259
H -5.7183 -1.2178 2.6942
H -4.1522 -3.7225 3.1123
H -4.9893 -3.1931 1.6503
H -2.6575 -2.8522 0.9308
H -1.8466 -3.2274 3.5531
C -0.0903 3.1805 3.6868
C 1.2987 2.6440 3.8412
C 2.1783 3.2994 4.7345
C 3.4643 2.8871 4.8999
C 3.9311 1.7643 4.1844
C 5.2458 1.2323 4.2173
Br 6.5714 2.0602 5.2736
C 5.5786 0.1362 3.4780
C 4.6091 -0.5020 2.6761
Br 5.0710 -1.9936 1.6330
C 3.3325 -0.0275 2.6463
O 2.3351 -0.5305 1.9089
C 2.9963 1.1264 3.3669
N 1.7082 1.5741 3.1654
H -0.1077 4.2412 3.9321
H -0.7417 2.6528 4.3849
H -0.4754 3.0283 2.6851
H 1.8009 4.1515 5.2835
H 4.1318 3.4114 5.5705
H 6.5851 -0.2564 3.5027
O -0.9508 1.0216 0.2061
O 0.0218 1.8292 0.9146
C 0.4447 3.4553 -6.4954
C 0.2631 2.6590 -5.2311
C 0.0351 1.2927 -5.2669
C -0.1196 0.5259 -4.1180
C -0.3311 -0.9571 -4.3329
C -0.0469 1.1870 -2.8791
As -0.1929 0.1734 -1.2601
N 1.3081 0.0061 -0.3740
C 2.5655 0.1386 -1.0225
C 3.5516 0.9117 -0.4157
C 4.7986 1.0443 -1.0057
C 5.0705 0.4340 -2.2222
C 4.0792 -0.3102 -2.8460
C 2.8366 -0.4635 -2.2474
C -1.4188 -1.2708 -1.4483
C -0.9975 -2.6043 -1.4546
C 0.4099 -3.0870 -1.1958
C -1.9578 -3.5710 -1.7356
C -3.2835 -3.2517 -1.9924
C -4.2925 -4.3200 -2.3194
C -3.6630 -1.9125 -1.9519
C -2.7556 -0.9026 -1.6852
C -3.2414 0.5261 -1.6336
C 0.2119 2.5667 -2.8043
C 0.3372 3.3238 -1.5109
C 0.3490 3.2723 -3.9886
H 0.1828 2.8716 -7.3769
H 1.4847 3.7739 -6.5965
H -0.1708 4.3559 -6.4801
H -0.0082 0.7890 -6.2266
H -0.0135 -1.2229 -5.3396
H -1.3835 -1.2289 -4.2302
H 0.2318 -1.5780 -3.6418
H 3.3369 1.4252 0.5149
H 5.5577 1.6400 -0.5134
H 6.0440 0.5425 -2.6834
H 4.2705 -0.7857 -3.7997
H 2.0775 -1.0685 -2.7301
H 1.0984 -2.3063 -0.9012
H 0.8058 -3.5852 -2.0845
H 0.4008 -3.8238 -0.3923
H -1.6463 -4.6116 -1.7555
H -3.9046 -5.3137 -2.1019
H -4.5535 -4.2844 -3.3792
H -5.2143 -4.1756 -1.7539
H -4.6995 -1.6457 -2.1362
H -4.2648 0.5937 -1.9966
H -2.6342 1.1905 -2.2508
H -3.2227 0.8917 -0.6075
H -0.5939 3.3151 -0.9462
H 0.5976 4.3613 -1.7092
H 1.1135 2.8985 -0.8760
H 0.5329 4.3397 -3.9331
*
```

For the total energy, the calculation gives -9777.265158 a.u. For the energy above the lowest of the compared OMol25 structures with the same formula, charge and spin, the calculation gives 0.00 kcal/mol. For the LUMO energy, the calculation gives -3.14 eV. The value obtained for the max |F| is 1.53 eV Å⁻¹.

=====

Density functional theory data (wB97M-V/def2-TZVPD) for a structure of composition C42H41AsN4P2Sc in a non-equilibrium geometry.

ORCA input file:
```
! RIJCOSX wB97M-V def2-TZVPD def2/J DEFGRID3
* xyz 3 1
Sc -5.6843 8.8401 17.4124
N -5.2822 8.7463 15.2100
C -5.5054 7.5048 14.5073
C -4.7922 7.2939 13.3333
C -4.8795 6.0017 12.7613
C -5.5064 4.9480 13.4965
C -6.3011 5.2555 14.6356
C -6.2787 6.5469 15.1644
P -7.5137 7.0659 16.5193
C -9.1250 7.6018 15.8707
C -9.5727 7.1524 14.6015
C -10.6299 7.8593 14.0232
C -11.2520 8.9290 14.6448
C -10.8873 9.2073 15.9634
C -9.9185 8.4982 16.6114
C -7.9428 5.5591 17.4498
C -9.1308 5.5048 18.1917
C -9.3983 4.4214 19.0320
C -8.5203 3.3198 19.0664
C -7.3069 3.3893 18.3600
C -6.9853 4.5221 17.6267
H -4.2569 8.8988 15.1197
H -5.5683 9.6082 14.6845
H -4.2868 8.1357 12.7448
H -4.4779 5.6949 11.8144
H -5.4038 3.9372 13.1655
H -6.9738 4.4492 14.9459
H -8.8804 6.4540 14.1146
H -10.9918 7.5462 13.0210
H -12.0942 9.4821 14.1662
H -11.4691 9.9386 16.5030
H -9.6269 8.6804 17.6550
H -9.9079 6.2424 18.0425
H -10.3166 4.4278 19.5556
H -8.8737 2.4487 19.5859
H -6.5911 2.6785 18.6720
H -5.9598 4.7349 17.2077
C -7.1756 16.4727 16.6187
C -7.4908 15.4194 17.4971
C -7.5396 14.1120 17.0039
C -7.2907 13.8372 15.6836
C -7.1545 14.9332 14.8030
C -6.9460 16.2019 15.2498
As -6.9702 11.9977 14.9847
C -6.6063 11.0713 16.7143
C -7.5349 10.6004 17.6328
C -7.1653 10.1743 18.9265
C -5.8349 10.3550 19.3159
C -4.8209 10.8130 18.3980
C -5.2461 11.2036 17.0678
C -4.4075 11.8069 16.0422
C -3.1211 12.2793 16.2746
C -2.3942 12.9079 15.2731
C -2.9893 13.0735 14.0483
C -4.3149 12.6768 13.7981
C -5.0779 12.1355 14.8577
H -7.1126 17.4857 16.9329
H -7.6362 15.6437 18.5872
H -7.7866 13.3379 17.7269
H -7.0378 14.6492 13.7872
H -6.7918 17.0480 14.5413
H -8.5808 10.4969 17.3529
H -7.8341 9.8313 19.6869
H -5.5537 10.1993 20.3365
H -3.8241 10.9152 18.6738
H -2.6408 12.2084 17.2781
H -1.3173 13.0701 15.5082
H -2.5055 13.5881 13.1769
H -4.6894 12.6762 12.7608
C -1.3436 6.9366 21.0395
N -2.0423 5.7718 20.4031
C -1.2313 5.3916 19.2479
N -0.9960 6.4782 18.2366
C -0.4153 7.6753 18.9520
N -1.1411 8.0892 20.1417
C -2.4022 8.6972 19.8215
P -3.4985 7.5282 18.8039
C -3.4921 6.0343 20.1234
C -2.2558 6.8254 17.5861
H -0.3365 6.6989 21.3831
H -1.9264 7.2602 21.9456
H -1.8092 4.6202 18.7002
H -0.2683 5.0432 19.5332
H -0.5348 8.4928 18.2291
H 0.6173 7.4377 19.1920
H -2.2272 9.6286 19.3087
H -2.9668 8.9857 20.6844
H -3.9939 5.1814 19.5979
H -4.0651 6.1626 21.0160
H -2.0568 7.5141 16.7355
H -2.7589 5.9313 17.0543
*
```

For the total energy, the calculation gives -5522.318624 a.u. For the energy above the lowest of the compared OMol25 structures with the same formula, charge and spin, the calculation gives 0.00 kcal/mol. For the LUMO energy, the calculation gives -10.13 eV. The value obtained for the max |F| is 3.55 eV Å⁻¹.

=====

In eV, the orbital gap values for the records above are, in order, 7.829, 7.627, 5.540.